# 1
C9H36N14O9 | wB97M-V/def2-TZVPD

Its SMILES is NC(N)=O.NC(N)=O.NC(N)=O.NC(N)=O.NC(N)=O.NC(N)=O.NC(N)=O.CO.CO. The HOMO-LUMO gap comes out at 10.0 eV. As for the HOMO energy: -0.353 hartree. The value obtained for the energy is -49213.2651 eV.

```
68
Properties=species:S:1:pos:R:3:forces:R:3
N 12.24741 10.14174 4.74861 0.010 -0.651 0.447
C 11.59419 9.81871 5.92675 -0.135 0.917 -0.179
N 11.15957 11.00510 6.65476 0.867 -0.841 -1.355
O 11.33448 8.65119 6.21671 -0.085 0.742 0.612
H 12.57226 11.09666 4.71240 0.294 -0.079 -0.354
H 12.73834 9.40985 4.19746 -0.860 0.914 0.948
H 11.63005 11.84227 6.24767 -0.600 -0.751 0.421
H 11.34351 11.03311 7.65971 0.020 -0.715 -0.227
N 14.39744 11.82977 7.18854 -0.286 -0.082 0.952
C 14.10829 12.81419 6.27246 0.508 -0.564 0.128
N 15.19987 13.64128 6.08746 -0.269 -0.076 0.078
O 13.03668 12.83728 5.63959 1.623 0.856 0.346
H 13.60737 11.33705 7.58887 -0.283 -0.154 -0.348
H 14.97493 12.05873 7.99932 0.082 0.211 -0.722
H 15.12962 14.46671 5.52533 -0.128 -0.005 -0.171
H 16.09382 13.45375 6.55112 -0.949 0.093 -0.371
N 7.51702 11.89644 13.84820 1.215 0.823 0.955
C 8.06639 11.31571 12.74565 1.208 0.326 0.340
N 7.26522 10.50010 12.06030 0.738 -0.094 -1.186
O 9.26221 11.53192 12.49761 -0.582 -0.433 -0.232
H 6.53394 11.98078 13.91735 -0.753 0.287 0.178
H 8.12579 12.62442 14.25921 -0.939 -0.707 -0.396
H 6.40997 10.17561 12.41510 -1.028 -0.184 0.553
H 7.65212 9.95487 11.29606 0.089 -0.185 -0.073
N 8.56136 9.95485 8.45093 -1.078 1.931 2.539
C 8.56738 8.75318 9.06367 0.859 0.612 -1.047
N 9.13511 7.76737 8.34803 0.984 -2.179 0.647
O 8.13379 8.52448 10.17604 -0.787 0.459 1.579
H 8.64295 10.80420 9.06649 -0.368 -1.421 -1.115
H 9.05459 9.97991 7.61679 1.130 0.525 -1.749
H 9.48970 7.11721 9.06542 -0.407 -0.242 -0.860
H 9.84727 7.94317 7.64614 -0.114 0.559 -0.119
N 11.84332 8.79653 9.88120 -0.364 -0.323 -0.914
C 12.03052 10.13191 10.09250 1.323 -1.034 -1.518
N 11.69235 10.58934 11.28916 -0.080 1.565 0.485
O 12.63023 10.83212 9.24894 -0.334 0.010 0.412
H 11.05831 8.30661 10.35012 1.052 0.069 -0.342
H 12.21818 8.44407 8.97639 -0.844 0.464 1.102
H 10.99770 10.14324 11.82813 -0.629 -0.720 0.553
H 11.63323 11.59139 11.34971 0.016 0.104 -0.001
N 10.42570 5.66263 13.40507 -1.426 0.124 1.439
C 9.97155 6.44345 12.39464 0.898 0.269 -0.025
N 8.73605 6.92528 12.50797 -0.942 -0.113 0.950
O 10.69870 6.73389 11.45847 0.710 0.112 -1.895
H 11.33544 5.24847 13.30660 0.070 0.394 0.205
H 10.07588 6.01469 14.31584 0.975 -0.931 -0.452
H 8.41998 7.64050 11.83294 0.062 -0.765 0.650
H 8.27033 6.61720 13.36890 -0.289 0.804 -1.017
N 8.49136 8.95023 15.22255 1.471 -0.827 0.183
C 9.83930 8.48171 15.41251 -1.141 2.674 -0.714
N 10.77905 9.41850 14.92737 0.376 -2.374 0.792
O 10.10436 7.43955 15.97765 -0.056 0.207 -0.417
H 8.32397 9.89245 14.88378 0.149 -0.265 0.318
H 7.81855 8.57840 15.87505 0.106 0.031 -0.070
H 10.49847 10.13757 14.27491 0.019 -0.213 -0.031
H 11.71365 8.97377 14.81221 -1.094 0.807 -0.244
C 11.04856 5.19206 5.02276 -0.374 -1.503 -1.118
O 9.81938 5.79377 4.65636 0.177 -1.775 -1.475
H 11.24265 4.31044 4.30503 -0.762 0.922 1.369
H 11.83010 5.84348 4.72798 1.112 0.915 0.451
H 11.08193 4.87612 6.08577 0.142 0.147 -0.666
H 9.53697 6.41683 5.28160 -0.274 1.346 1.440
C 14.16351 8.49746 12.45718 0.443 0.594 0.324
O 12.81736 8.11585 12.64282 0.409 -0.052 0.389
H 14.59468 8.59078 13.45360 0.031 0.280 0.139
H 14.80722 7.73134 11.99089 -0.506 0.308 -0.337
H 14.24172 9.50245 11.96048 0.024 -0.971 0.122
H 12.53964 7.55087 11.92258 -0.427 -0.171 -0.306
```
Forces are in eV/Å.

=====

# 2
C9H36O9 | wB97M-V/def2-TZVPD

Its SMILES is CO.CO.CO.CO.CO.CO.CO.CO.CO. The HOMO-LUMO gap comes out at 10.4 eV. As for the HOMO energy: -0.356 hartree. The value obtained for the energy is -28340.4648 eV.

```
54
Properties=species:S:1:pos:R:3:forces:R:3
C -1.68706 1.31492 0.83445 -0.435 0.396 0.030
O -3.08439 0.96352 0.85839 0.184 -0.359 -0.081
H -1.18355 0.51300 1.42390 0.010 1.059 -0.499
H -1.30051 1.34980 -0.20991 -0.110 -0.212 0.835
H -1.59086 2.34887 1.28003 0.262 -1.145 -0.248
H -3.48482 1.24293 0.01891 0.097 0.535 0.058
C -3.86767 -2.34099 0.28588 0.940 -1.475 1.467
O -2.83045 -1.55804 -0.28664 -1.365 0.105 -0.073
H -3.95993 -3.38571 -0.02901 0.712 0.189 -0.538
H -3.60848 -2.39182 1.35545 -0.538 -0.223 0.059
H -4.86683 -1.97875 0.20587 -0.722 0.935 -0.332
H -3.11324 -0.72400 0.14970 1.158 0.347 -0.526
C -0.79171 -1.63424 2.92795 0.670 -0.118 0.294
O 0.57031 -1.35191 2.62597 0.596 0.186 -1.325
H -0.96949 -2.71308 2.92260 -0.188 0.056 -0.164
H -0.84225 -1.29145 3.95409 -0.627 0.026 0.210
H -1.52060 -1.10406 2.30459 0.161 -0.248 0.060
H 0.84743 -1.56949 1.69243 -0.691 0.086 0.907
C -3.76382 3.58114 -2.11337 -1.515 -1.924 -0.500
O -3.41782 2.25442 -1.55039 -1.795 2.011 -0.443
H -4.33766 3.49493 -3.08190 0.187 -0.196 1.210
H -4.24960 4.26721 -1.42794 -0.334 -0.417 0.331
H -2.87390 4.01953 -2.38913 2.125 1.149 -0.570
H -2.49077 2.23580 -1.74478 1.314 -0.708 -0.246
C 2.67479 1.10475 -1.89570 -0.131 0.433 1.464
O 1.41516 0.56124 -1.60637 -1.207 -0.663 0.179
H 3.35036 0.97038 -1.00739 -0.366 0.463 -0.901
H 3.08370 0.65500 -2.76545 0.688 -0.509 -0.836
H 2.44777 2.15245 -2.13066 0.602 -0.079 0.261
H 1.44413 -0.29792 -1.13903 0.230 0.454 -0.111
C 4.86729 -2.29019 1.77058 0.162 -0.454 -1.332
O 4.37697 -1.18830 1.03482 -0.020 -0.449 -1.576
H 5.72717 -2.66662 1.15431 -0.861 -0.019 0.651
H 5.27146 -1.94005 2.68906 0.186 -0.090 1.087
H 4.08749 -3.08601 1.89157 0.719 0.581 0.128
H 3.91628 -0.51350 1.51437 -0.528 0.545 1.015
C 2.16383 2.23576 2.10293 -0.942 -0.725 -0.540
O 2.26394 0.87736 1.68599 0.156 -0.065 -0.636
H 1.10310 2.49907 2.18895 0.221 0.158 0.283
H 2.67730 2.26417 3.02559 0.398 0.819 1.197
H 2.59174 2.91034 1.38085 0.400 0.049 -0.342
H 1.47544 0.43903 2.02069 -0.058 -0.498 0.111
C -1.38572 1.00658 -3.76850 -0.587 -1.227 0.162
O -0.91458 1.72804 -2.64032 -1.441 1.452 -0.771
H -0.65360 0.25207 -4.16625 -0.489 0.879 0.370
H -2.29393 0.43944 -3.42632 0.710 0.326 -0.519
H -1.71966 1.69460 -4.57770 0.505 -0.307 0.585
H -0.14334 1.40261 -2.20792 1.373 -1.141 0.208
C 1.60910 -3.11968 -0.32027 -0.923 0.115 0.324
O 1.66864 -1.76732 0.08372 -1.700 0.611 -0.479
H 1.85442 -3.67584 0.57412 0.160 -0.873 -0.105
H 0.55756 -3.31965 -0.59509 0.688 -0.102 -0.166
H 2.32385 -3.25268 -1.12308 -0.111 -0.574 -0.257
H 2.57706 -1.61769 0.24536 2.069 0.834 0.629
```
Forces are in eV/Å.

=====

# 3
C9H37B5Br3O4S2V | wB97M-V/def2-TZVPD

The HOMO-LUMO gap (spin up / spin down) comes out at 5.8 / 5.9 eV. As for the HOMO energy (spin up / spin down): -0.084 / -0.089 hartree. The net charge is -2. Its spin multiplicity is 3. The value obtained for the energy is -278982.1647 eV.

```
61
Properties=species:S:1:pos:R:3:forces:R:3
V -2.46232 0.09623 0.37974 -0.804 1.362 0.704
B -3.55581 -0.95888 2.01177 -0.537 -1.106 1.128
H -2.48386 -0.76945 2.28723 2.502 0.226 1.139
H -4.19682 -1.42504 2.85019 -0.570 -0.623 1.017
H -3.96328 0.05975 1.78029 -1.210 2.068 -0.773
H -3.51562 -1.62751 1.11072 -0.113 -1.556 -2.085
B -2.13029 1.90097 2.07905 0.827 1.882 0.884
H -1.36517 1.06870 2.06989 1.392 -2.112 0.049
H -3.01752 1.69666 1.41422 -2.058 -0.358 -1.800
H -2.51491 2.25177 3.11588 -0.707 -0.429 1.500
H -1.51656 2.80278 1.69279 0.454 1.150 -0.723
B -1.56671 1.85352 -0.95071 1.414 1.022 0.237
H -0.75435 1.87442 -0.12527 0.993 -0.021 1.047
H -1.09559 2.47538 -1.80208 0.063 0.600 -1.359
H -1.66048 0.78576 -1.28513 -0.126 -2.786 -1.186
H -2.55766 2.18905 -0.53793 -1.772 1.125 0.408
B -4.31075 -0.11554 -1.02828 -1.953 -1.251 -0.164
H -3.35539 -0.51887 -1.45686 2.368 -0.700 -1.303
H -4.76639 -1.00438 -0.44932 -0.898 -0.875 0.603
H -4.11187 0.74011 -0.32088 0.505 2.004 1.801
H -5.09403 0.30051 -1.76983 -0.488 0.616 -1.260
B -0.72125 -1.40830 0.07656 1.166 -1.811 0.158
H -0.70800 -0.52126 0.76867 0.599 1.960 1.773
H -1.57629 -1.25379 -0.63462 -1.936 -0.047 -2.017
H 0.27277 -1.52957 -0.50377 1.159 0.240 -0.770
H -0.89199 -2.38678 0.67579 -0.338 -1.123 0.877
C -1.16539 -5.21886 -0.85912 -1.172 0.351 0.076
Br -2.95118 -4.80822 -1.55551 0.459 -0.163 0.103
Br 0.05417 -5.58485 -2.29028 0.074 -0.155 0.190
Br -1.31402 -6.63001 0.48568 0.324 0.369 -0.465
H -0.89113 -4.28424 -0.37684 0.316 -0.157 0.168
C 1.42140 -0.35829 -2.91738 -0.262 -0.161 -0.055
C 2.49455 0.24825 -1.99762 -0.166 0.792 1.156
C 3.21888 1.41172 -2.67262 0.114 -1.261 -1.333
S 1.90158 2.23885 -3.59932 -0.096 -0.857 -0.351
O 2.41114 2.63413 -4.90980 -0.191 0.248 0.654
O 1.22948 3.16080 -2.71940 0.532 0.079 -0.541
C 0.85165 0.73559 -3.83331 0.379 0.717 0.757
H 0.63085 -0.73720 -2.27103 -0.039 0.129 -0.026
H 1.71544 -1.23526 -3.49858 0.553 0.214 -0.060
H 3.21130 -0.46021 -1.58117 -0.077 -0.196 -0.203
H 1.96094 0.67453 -1.14036 -0.083 -0.184 0.067
H 3.86323 0.93734 -3.42225 -0.015 0.378 -0.285
H 3.86681 2.07194 -2.10435 -0.525 0.203 0.375
H 0.86232 0.49937 -4.89242 -0.028 0.049 -0.006
H -0.13126 1.03995 -3.46858 -0.054 0.097 -0.196
C 3.80344 0.56886 1.83524 1.294 -0.922 1.913
C 2.87524 -0.66869 1.89808 0.030 0.046 -1.186
C 1.85791 -0.48342 2.99456 -1.054 -0.186 0.283
S 1.92887 1.21176 3.57495 -1.271 -0.682 -0.068
O 2.55450 1.14901 4.88172 0.532 0.598 -0.100
O 0.61389 1.78940 3.43639 1.254 0.285 0.263
C 3.08860 1.81335 2.30134 -1.145 0.252 -0.853
H 4.41661 0.61024 0.93707 -0.444 0.356 -0.290
H 4.53050 0.36371 2.63701 0.222 0.055 -0.161
H 3.48679 -1.56487 2.00726 -0.018 0.020 0.222
H 2.35537 -0.80221 0.94555 -0.115 0.134 0.059
H 1.91190 -1.12696 3.87207 0.623 0.110 0.042
H 0.82087 -0.62014 2.67665 0.120 0.167 -0.439
H 3.65620 2.64998 2.70021 0.311 -0.272 0.131
H 2.47867 2.19838 1.47804 -0.313 0.092 0.274
```
Forces are in eV/Å.

=====

# 4
C9H37MgN2O13 | wB97M-V/def2-TZVPD

The HOMO-LUMO gap comes out at 5.2 eV. As for the HOMO energy: -0.366 hartree. The net charge is +1. The value obtained for the energy is -44968.3699 eV.

```
62
Properties=species:S:1:pos:R:3:forces:R:3
Mg 0.94628 -4.67379 1.36939 0.491 2.163 -1.197
N 1.97430 -1.68499 0.61345 1.252 0.385 -0.801
O 2.81574 -1.71855 -0.30047 -0.608 -0.345 0.618
O 1.25867 -2.71074 0.81856 -0.449 -0.288 0.525
O 1.85431 -0.67231 1.30197 -0.574 -0.498 0.008
C -3.36321 4.06144 -1.83459 -0.406 -0.307 0.310
C -1.95720 3.81349 -1.29275 0.118 0.277 -0.261
C -1.89234 4.03595 0.21228 -0.376 0.018 0.290
C -2.45836 2.90192 1.05355 -0.020 -0.121 0.607
C -1.88875 1.55148 0.61971 -0.277 0.210 0.904
C -1.93966 1.29646 -0.87625 -0.192 -0.832 0.118
N -1.46230 2.47220 -1.58762 1.136 -0.058 0.231
O -1.47558 2.26458 -2.99285 -0.430 -0.226 0.015
C -0.98062 0.13826 -1.16881 0.618 -0.356 -0.355
C -3.36192 0.85408 -1.25417 -0.207 0.498 -0.615
C -0.99439 4.80319 -1.94895 -0.224 0.069 -0.361
H -3.63128 5.11635 -1.78272 0.125 0.052 -0.155
H -4.10598 3.53036 -1.23443 -0.001 0.049 -0.065
H -3.43940 3.69304 -2.85581 -0.029 0.174 -0.078
H -0.85705 4.20103 0.51747 0.055 0.008 -0.101
H -2.45406 4.95107 0.42055 0.185 0.054 0.052
H -3.55159 2.89316 1.12597 0.025 0.002 -0.564
H -2.17145 3.07258 2.09884 0.092 -0.008 -0.115
H -2.45903 0.75625 1.11960 0.018 -0.010 -0.133
H -0.87604 1.45355 1.02474 0.141 0.177 -0.351
H -0.66640 0.12601 -2.21292 -0.252 -0.178 -0.035
H -0.04359 0.17129 -0.60329 -0.129 0.389 0.126
H -1.42376 -0.83637 -0.94588 -0.181 0.087 -0.035
H -3.48231 0.88584 -2.34044 0.053 -0.093 0.048
H -3.58806 -0.15799 -0.92209 0.048 0.002 0.155
H -4.10007 1.54491 -0.84802 -0.053 -0.171 0.121
H 0.02331 4.64926 -1.59373 0.023 0.043 0.053
H -1.32036 5.82403 -1.74360 0.118 0.008 0.156
H -1.01054 4.68538 -3.03321 0.045 -0.028 0.048
H -0.58591 1.96343 -3.20438 0.076 0.189 0.041
O 2.33903 -0.81021 -2.97494 0.038 -0.092 0.073
H 2.64929 -1.52396 -3.53978 -0.011 0.050 -0.043
H 2.68528 -1.01314 -2.09333 -0.141 0.128 -0.186
O -1.02917 -4.36907 1.69747 -0.406 -0.851 0.386
H -1.36739 -4.93359 2.40720 -0.257 0.185 -0.045
H -1.73214 -3.72581 1.53895 0.309 0.246 -0.232
O 3.15978 -0.04209 3.89700 -0.134 -0.051 -0.016
H 2.67118 -0.22365 3.08301 0.242 0.077 0.083
H 3.42105 -0.89529 4.25162 0.043 0.029 0.012
O 2.92773 -5.03905 1.05924 0.353 -0.372 0.085
H 3.55458 -4.48721 1.54777 -0.054 0.043 -0.043
H 3.46404 -5.51998 0.41685 -0.053 -0.014 0.000
O -0.02272 -1.32406 3.48465 -0.027 -0.273 -0.068
H 0.38113 -0.77654 2.79537 0.040 -0.085 -0.012
H -0.97062 -1.22701 3.35515 0.013 0.164 0.108
O 5.50192 -1.95549 -1.58345 0.041 -0.334 -0.033
H 4.63775 -2.12106 -1.19385 0.009 0.231 -0.009
H 5.32917 -1.61019 -2.46479 0.008 0.107 0.057
O 1.32005 -4.23972 3.23878 0.193 -0.645 1.137
H 1.08089 -4.83967 3.95906 0.173 0.160 0.115
H 1.64599 -3.43626 3.67477 -0.395 0.311 -0.353
O 0.59227 -5.13018 -0.55469 -0.201 -0.768 -0.200
H 1.27477 -5.37841 -1.19160 0.012 0.232 -0.032
H -0.23621 -5.46832 -0.92114 -0.016 0.134 0.019
O 3.49601 1.68795 0.24446 -0.034 -0.016 -0.051
H 2.85416 2.30765 -0.11557 0.017 -0.003 -0.014
H 3.04075 0.83852 0.26272 0.027 0.075 0.057
```
Forces are in eV/Å.